# 1
Formula: C4H8O4P
Source: the Open Molecules 2025 dataset
Level of theory: ωB97M-V/def2-TZVPD

Molecular weight (g mol⁻¹): 151.08
Energy above the lowest of the compared OMol25 structures with the same formula, charge and spin (kJ/mol): 154.98
E_LUMO (alpha / beta) (eV): 3.94 / 3.94
Strongest force on any atom (hartree/bohr): 0.075
Charge: -1

Positions of all 17 atoms, in Å:
O  -0.40  -1.55  1.05
H  1.98  -0.90  -0.98
H  0.87  -0.86  -3.16
H  -1.79  0.73  2.37
C  0.17  -0.74  -2.38
O  -0.06  1.86  2.05
H  -1.28  1.73  3.67
C  0.89  -1.25  -1.11
P  -0.23  2.01  0.39
C  0.04  -0.81  0.21
H  -0.36  0.34  3.30
H  -0.06  0.24  -2.10
O  1.11  2.40  -0.09
O  -1.50  2.69  0.05
H  0.83  -2.38  -1.29
C  -0.93  1.11  2.93
H  -0.73  -1.27  -2.58

Atomic charges from the Löwdin analysis, expressed in e, are listed below: -0.05, 0.11, 0.04, 0.08, -0.14, -0.33, 0.04, -0.25, 0.41, -0.26, 0.04, 0.03, -0.37, -0.37, 0.09, -0.13, 0.06

# 2
Formula: C4H3LiOTl
Source: the Open Molecules 2025 dataset
Level of theory: ωB97M-V/def2-TZVPD

Molecular weight (g mol⁻¹): 278.39
E_LUMO (alpha / beta) (eV): 1.48 / 1.49
Strongest force on any atom (hartree/bohr): 0.093
Charge: -1

Positions of all 10 atoms, in Å:
C  1.80  -2.69  -0.48
H  0.84  1.53  -1.76
C  0.70  -2.66  -1.10
H  -1.27  2.16  0.02
O  -0.24  0.57  0.79
C  -0.16  1.18  -1.50
Li  0.73  -0.98  0.21
Tl  0.00  1.00  2.68
H  -0.92  0.84  -2.22
C  -0.63  1.30  -0.24

Atomic charges from the Löwdin analysis, expressed in e, are listed below: -0.59, 0.06, -0.59, 0.09, -0.61, -0.04, 0.19, 0.85, 0.07, -0.43

# 3
Formula: C50H61BaNO4
Source: the Open Molecules 2025 dataset
Level of theory: ωB97M-V/def2-TZVPD

Molecular weight (g mol⁻¹): 877.37
E_LUMO (eV): 4.13
Strongest force on any atom (hartree/bohr): 0.031
Charge: -2

Positions of all 117 atoms, in Å:
H  0.12  2.24  2.80
H  -4.34  3.43  -4.31
C  -3.74  -2.70  3.22
H  1.70  0.74  -1.89
H  -1.65  -4.72  -3.70
C  2.50  -2.39  2.41
H  5.55  -1.92  -1.23
O  0.86  -1.54  -1.36
H  2.43  -1.91  -5.05
C  -1.15  0.00  4.04
C  1.29  -3.98  3.81
H  2.19  -4.60  3.87
H  3.09  1.82  3.57
H  1.88  -2.56  1.53
H  0.87  1.42  0.62
C  -0.84  -2.19  3.69
C  4.87  -1.92  -2.07
H  -5.16  -0.43  3.34
H  0.99  3.09  -6.19
C  -1.83  -1.21  3.86
H  -1.04  -3.24  3.55
C  4.45  -2.24  -4.41
H  3.27  2.97  -4.34
C  -3.33  -1.42  3.95
H  -0.23  4.37  -2.29
H  -5.36  4.69  -2.43
H  2.17  1.77  -6.32
H  0.33  -0.48  -5.23
C  1.00  2.39  0.14
H  -3.28  -3.58  3.68
H  4.79  -2.50  -5.40
C  2.63  -2.26  4.91
C  0.22  -1.90  -3.63
H  -2.21  -3.84  -5.96
H  2.07  0.24  6.10
C  1.12  0.38  -2.75
C  1.55  1.12  5.71
C  0.45  -1.60  3.75
H  3.16  -1.37  -0.89
H  1.92  4.08  -4.01
C  -3.73  -1.56  5.43
C  -1.20  -3.80  -4.06
C  1.97  3.25  0.65
C  -3.84  4.09  -1.03
Ba  -0.69  -1.25  0.40
C  -0.34  -3.10  -3.23
C  2.31  3.08  -3.83
C  0.39  4.05  -1.46
C  -5.24  0.68  -0.26
C  -0.84  1.82  -1.54
H  -3.45  -2.68  2.17
H  2.97  -1.41  2.29
H  -1.01  0.49  -3.23
O  1.78  0.75  -3.97
H  0.68  -4.16  4.69
C  -0.97  -2.10  -5.73
H  2.89  5.18  0.53
H  -3.87  -2.92  0.11
H  -4.83  -2.83  3.27
C  -3.87  3.42  -3.33
C  2.51  0.90  3.42
H  -2.28  2.16  -3.97
C  -0.10  -1.41  -4.89
H  -3.91  0.67  3.92
H  1.46  5.91  -1.37
C  0.25  -0.21  4.00
C  -4.09  -0.24  3.35
H  2.32  0.79  2.35
H  2.46  2.95  -2.76
H  -4.81  -1.70  5.53
C  0.21  2.77  -0.94
H  0.43  1.41  -6.20
H  -3.44  -0.66  5.99
H  0.63  1.23  6.29
C  1.23  2.08  -5.87
C  3.12  -1.91  -4.20
C  -2.70  2.69  -3.14
H  -3.16  -2.75  -1.48
H  0.73  -4.30  2.93
H  2.18  2.00  5.89
O  0.05  2.19  -3.79
C  -4.44  4.13  -2.28
C  0.52  2.29  3.81
H  -0.13  -3.47  -2.23
C  1.17  -1.19  -2.63
C  5.34  -2.24  -3.34
C  1.34  4.92  -0.94
H  2.57  2.93  1.49
H  1.24  3.12  3.86
O  -1.22  0.86  -0.64
H  2.08  -2.46  5.84
H  3.15  0.08  3.72
H  -2.65  -4.06  -0.43
H  -0.30  2.53  4.48
H  6.38  -2.51  -3.49
C  2.15  4.51  0.11
C  1.34  2.03  -4.35
C  1.21  0.98  4.22
H  3.29  -3.15  2.38
C  -2.91  -2.99  -0.43
H  -3.22  -2.41  5.89
C  1.70  -2.50  3.71
C  2.64  -1.58  -2.94
C  3.54  -1.60  -1.88
C  -1.52  -3.31  -5.31
C  -2.68  3.36  -0.84
H  -1.62  0.96  4.21
H  -3.06  0.53  -0.38
H  3.49  -2.93  4.86
H  -2.23  3.31  0.14
H  -4.29  4.62  -0.20
N  -4.08  0.58  -0.32
C  -0.23  1.15  -2.83
H  -3.78  -0.05  2.32
H  -1.22  -1.69  -6.70
C  -2.09  2.65  -1.89
H  3.00  -1.24  4.97

Here are the Löwdin charges for atoms 1 to 99, given in e: 0.08, 0.09, -0.06, 0.15, 0.10, -0.06, 0.09, -0.53, 0.11, -0.07, -0.09, 0.07, 0.08, 0.05, 0.08, -0.13, -0.09, 0.08, 0.08, -0.27, 0.08, -0.10, 0.09, -0.56, 0.12, 0.09, 0.09, 0.09, -0.03, 0.07, 0.09, -0.06, -0.12, 0.09, 0.06, -0.11, -0.06, -0.20, 0.11, 0.09, -0.07, -0.08, -0.08, -0.10, 1.78, -0.02, 0.02, -0.05, -0.10, -0.45, 0.04, 0.06, 0.15, -0.03, 0.08, -0.09, 0.09, -0.12, 0.08, -0.09, -0.06, 0.11, -0.05, 0.07, 0.09, -0.17, -0.06, 0.07, 0.08, 0.07, -0.13, 0.08, 0.07, 0.08, 0.01, -0.02, -0.02, -0.11, 0.08, 0.07, -0.04, -0.12, -0.07, 0.11, -0.47, -0.13, -0.10, 0.08, 0.08, -0.51, 0.09, 0.05, -0.12, 0.07, 0.08, -0.10, -0.60, -0.53, 0.08

# 4
Formula: C31H29BiF3N4O2P
Source: the Open Molecules 2025 dataset
Level of theory: ωB97M-V/def2-TZVPD

Molecular weight (g mol⁻¹): 786.55
Energy above the lowest of the compared OMol25 structures with the same formula, charge and spin (kJ/mol): 37.08
E_LUMO (eV): -0.72
Strongest force on any atom (hartree/bohr): 0.015
Charge: 0

Positions of all 71 atoms, in Å:
F  0.02  -2.09  -0.88
C  4.27  -3.79  0.14
H  4.75  1.78  3.64
H  1.64  -4.00  -0.06
N  4.15  -3.03  2.85
H  -1.95  6.23  -2.63
H  2.65  1.32  -3.00
C  -1.10  6.47  1.35
H  -0.48  0.56  2.83
H  4.02  3.15  5.57
H  3.18  -4.86  3.08
H  1.07  0.24  -1.44
N  -1.58  2.89  -0.73
C  -1.55  5.31  -0.72
N  4.54  -2.40  0.52
C  1.53  1.18  -1.18
C  -1.78  2.92  -2.02
C  0.99  2.32  4.30
F  -1.22  -2.52  0.86
C  2.71  3.60  -0.51
H  3.86  -3.80  -0.87
O  -1.55  0.53  -2.03
C  0.35  1.03  2.30
H  -0.93  7.39  1.89
C  1.39  1.58  3.20
C  -1.84  5.30  -2.10
H  3.61  -0.54  0.56
C  3.35  -1.58  0.36
C  -1.06  5.24  2.03
H  3.16  4.55  -0.24
H  4.83  -4.95  2.41
H  3.02  -1.63  -0.68
C  0.30  1.10  0.97
C  3.88  -4.40  2.40
C  -1.97  4.11  -2.75
C  2.00  -3.89  0.97
H  -0.07  2.46  4.50
C  3.02  2.99  -1.72
H  6.00  -2.87  1.92
C  1.24  1.76  0.06
H  -1.23  3.12  1.88
H  3.72  3.47  -2.39
H  1.61  3.51  5.98
P  1.89  -2.08  1.44
H  3.06  0.82  2.11
F  -2.11  -2.38  -1.10
C  -1.17  -1.81  -0.31
C  1.93  2.90  5.14
C  5.03  -2.37  1.90
O  -1.92  1.58  -3.96
H  5.16  -1.33  2.20
H  -2.19  4.03  -3.81
C  -1.35  6.50  0.01
N  3.34  -4.46  1.04
H  5.22  -4.34  0.16
C  3.69  1.94  3.83
H  2.28  -2.81  3.75
C  -1.48  4.06  -0.04
Bi  -1.71  0.48  0.14
C  -1.26  4.06  1.36
H  -1.38  7.44  -0.53
C  1.83  2.99  0.38
C  3.28  2.71  4.91
C  2.90  -2.29  3.02
H  3.14  -1.31  3.43
C  2.75  1.40  2.97
C  -1.77  1.59  -2.76
H  -0.86  5.22  3.09
H  1.33  -4.46  1.62
C  2.42  1.79  -2.05
H  1.60  3.48  1.31

Atomic charges from the Löwdin analysis, expressed in e, are listed below: 0.00, -0.20, 0.11, 0.08, -0.16, 0.12, 0.11, -0.07, 0.10, 0.10, 0.12, 0.10, 0.04, -0.14, -0.15, -0.06, -0.18, -0.05, -0.01, -0.07, 0.13, -0.24, -0.17, 0.11, -0.23, 0.02, 0.06, -0.34, -0.06, 0.10, 0.12, 0.08, -0.36, -0.20, 0.02, -0.33, 0.11, -0.08, 0.12, -0.28, 0.08, 0.10, 0.10, 1.04, 0.09, 0.04, -0.72, -0.08, -0.20, 0.10, 0.12, 0.12, -0.03, -0.16, 0.12, -0.07, 0.08, -0.19, 1.76, -0.02, 0.12, -0.04, -0.09, -0.34, 0.06, -0.06, -0.57, 0.11, 0.09, -0.07, 0.11

# 5
Formula: C17H16Cl5NO4SSn
Source: the Open Molecules 2025 dataset
Level of theory: ωB97M-V/def2-TZVPD

Molecular weight (g mol⁻¹): 626.36
E_LUMO (alpha / beta) (eV): 3.53 / 3.53
Strongest force on any atom (hartree/bohr): 0.088
Charge: -2

Positions of all 45 atoms, in Å:
H  -2.66  2.68  2.76
N  0.58  0.22  -2.15
S  4.70  2.04  -6.01
C  -0.59  0.68  2.84
C  -2.22  -4.91  0.86
Sn  -0.51  0.69  0.75
C  -3.23  -4.22  0.17
O  5.78  2.88  -5.51
O  5.34  0.87  -6.60
C  -1.81  2.71  3.48
C  -0.99  -2.85  0.98
C  2.84  0.22  -2.89
H  0.80  -0.77  -1.84
H  0.10  -0.13  3.17
H  0.45  2.48  -3.65
Cl  0.57  -2.13  1.00
O  -2.05  -0.74  0.28
H  -1.05  1.89  5.98
H  -0.42  0.34  -2.40
H  -2.26  3.23  4.33
C  2.38  2.36  -4.60
C  3.65  1.71  -4.54
C  -2.43  0.34  4.12
Cl  -2.28  -6.65  1.05
O  3.61  2.66  -6.78
H  -2.11  -0.70  4.14
Cl  -4.43  -1.96  -0.71
H  0.41  2.27  5.03
H  0.08  0.63  5.52
C  1.56  0.81  -2.94
C  -0.39  1.56  5.15
H  2.93  -0.72  -2.30
C  -3.22  -2.81  0.08
C  3.92  0.71  -3.67
H  -3.06  0.42  3.24
C  1.40  1.93  -3.71
Cl  0.42  -5.07  1.51
H  -3.03  0.55  5.08
C  -2.06  -2.09  0.51
C  -1.28  1.35  3.94
H  -1.08  3.39  2.99
Cl  -4.46  -5.09  -0.68
H  2.19  3.12  -5.38
H  4.90  0.29  -3.77
C  -1.01  -4.22  1.17

Atomic charges from the Löwdin analysis, expressed in e, are listed below: 0.07, -0.01, 0.43, -0.48, -0.69, 0.96, -0.70, -0.41, -0.39, -0.11, -0.61, -0.04, 0.08, -0.04, 0.10, 0.69, -0.42, 0.06, 0.08, 0.06, -0.06, -0.28, -0.11, 0.60, -0.42, 0.06, 0.73, 0.07, 0.08, -0.37, -0.09, 0.10, -0.66, -0.07, 0.07, -0.06, 0.68, 0.08, -0.42, -0.77, 0.08, 0.64, 0.11, 0.10, -0.73

# 6
Formula: C28H47BrNO3P3Ti
Source: the Open Molecules 2025 dataset
Level of theory: ωB97M-V/def2-TZVPD

Molecular weight (g mol⁻¹): 666.38
Spin multiplicity: 3
Energy above the lowest of the compared OMol25 structures with the same formula, charge and spin (kJ/mol): 143.09
E_LUMO (alpha / beta) (eV): -7.09 / -7.19
Strongest force on any atom (hartree/bohr): 0.115
Charge: +2

Positions of all 84 atoms, in Å:
N  -6.46  -2.56  0.71
H  -3.57  0.62  -2.02
O  0.22  3.34  2.02
H  3.85  0.51  -1.01
P  2.00  -0.86  -1.71
C  2.89  -2.20  1.83
H  -2.78  3.23  0.21
H  -1.60  -1.40  -0.77
O  2.72  3.56  1.41
P  -0.94  0.82  -0.33
H  0.57  0.42  -3.13
H  5.74  -0.51  -2.14
H  -1.51  1.72  1.82
H  -0.37  4.08  3.88
H  3.57  0.65  -2.76
H  2.43  -1.43  -4.78
C  -1.61  2.60  -2.41
C  -0.03  4.44  2.90
H  1.49  -3.40  -3.53
H  -1.70  1.76  -3.11
H  1.83  4.79  -0.09
C  -4.15  -3.19  0.54
H  2.40  -4.55  -2.57
H  2.89  -4.11  2.86
C  -0.57  2.33  -1.31
C  4.79  -1.05  -2.17
H  1.30  -0.22  -5.40
H  -6.96  -1.25  2.25
H  4.84  -1.79  -1.37
C  1.95  -0.47  -4.55
Ti  1.39  0.43  0.49
H  4.71  -1.57  -3.13
H  -0.51  3.18  -0.60
H  3.25  -3.24  -3.37
H  1.22  -2.98  -1.06
C  -4.86  -1.69  2.27
H  -1.30  -0.55  -2.26
O  2.15  2.31  3.36
C  2.14  -2.68  -1.58
H  0.43  2.27  -1.76
C  1.27  1.88  4.43
H  -1.29  3.49  -2.97
H  0.29  1.52  4.06
C  2.34  -3.50  -2.84
H  1.74  1.04  4.97
C  -6.16  -1.80  1.76
C  0.94  -3.20  2.83
H  -2.59  2.82  -1.96
H  -4.66  -1.13  3.19
C  2.31  -3.26  2.52
C  -5.48  -3.24  0.11
H  2.73  3.37  -0.72
H  -3.82  2.49  1.44
H  -3.85  -0.34  -0.53
C  0.83  -0.89  2.01
C  1.11  -0.53  -3.28
H  -3.84  1.85  -0.21
H  2.72  0.30  -4.50
C  0.14  -2.11  2.47
P  1.58  2.43  1.84
C  -1.80  -0.46  -1.30
C  3.64  -0.07  -1.93
C  -3.31  -0.31  -1.48
H  0.53  0.11  2.43
H  0.48  -4.06  3.32
C  2.26  -0.95  1.72
C  -2.48  -2.30  2.15
C  2.71  4.14  0.07
H  -2.51  0.35  1.38
H  2.92  -0.16  1.15
C  -3.82  -2.38  1.64
H  -3.39  -3.82  0.09
H  0.84  5.10  3.05
H  2.94  -2.87  -0.85
C  -3.20  2.27  0.57
Br  4.61  -2.34  0.98
H  -5.75  -3.86  -0.74
H  0.34  -1.31  -3.37
H  3.63  4.73  -0.01
H  -0.82  5.03  2.42
H  1.10  2.70  5.14
H  -3.68  -1.15  -2.09
C  -1.28  -2.25  2.41
C  -2.10  1.29  0.99

Atomic charges from the Löwdin analysis, expressed in e, are listed below: 0.09, 0.07, -0.36, 0.05, 0.93, -0.59, 0.07, 0.08, -0.30, 0.90, 0.06, 0.09, 0.06, 0.09, 0.08, 0.07, -0.12, -0.07, 0.08, 0.08, 0.10, -0.02, 0.09, 0.13, -0.39, -0.15, 0.09, 0.12, -0.04, -0.12, 0.37, 0.08, 0.08, 0.07, 0.08, -0.01, 0.05, -0.28, -0.39, 0.06, -0.09, 0.09, 0.08, -0.12, 0.10, -0.11, 0.03, 0.07, 0.12, -0.03, -0.12, 0.07, 0.09, 0.06, -0.17, -0.39, 0.06, 0.07, -0.17, 0.78, -0.37, -0.39, -0.12, 0.09, 0.15, -0.26, 0.07, -0.08, 0.07, 0.08, -0.25, 0.12, 0.10, 0.00, -0.12, 0.92, 0.12, 0.08, 0.10, 0.10, 0.10, 0.09, 0.06, -0.37